# 1
The following is a quantum chemistry calculation of a gas-phase ion, C5H15N2 (charge +1), from the Open Molecules 2025 dataset.

Results
* SMILES: CC[NH2+]CCNC
* total charge: +1
* calculated total energy: -8399.4046 eV
* HOMO energy: -14.03 eV
* LUMO level: -2.8031 eV

Cartesian coordinates (Å):
1 C 0.793874 -0.775883 -2.552187
2 H 2.178824 -0.490296 1.533355
3 H -2.398883 2.695262 1.100122
4 H -1.748797 -0.254963 1.001266
5 H -3.096765 0.964907 0.947453
6 C 1.323847 -1.136548 -0.167107
7 C 1.118977 -0.401088 1.237608
8 N 0.237616 -0.815657 -1.197272
9 H 0.435606 -0.860727 1.949253
10 C -1.215698 0.681111 1.313878
11 H -2.047848 1.775537 -0.396112
12 H -1.061203 0.669706 2.430783
13 H -0.512934 -1.516271 -1.069970
14 H 0.630702 1.531919 1.201982
15 H 1.579830 -0.020285 -2.498056
16 H 2.305395 -0.791207 -0.301903
17 C -2.260024 1.714063 0.711134
18 H 1.311096 -2.181695 -0.149855
19 N 0.142029 0.729470 0.834367
20 H 1.035495 -1.724073 -3.038636
21 H 0.013565 0.555834 -0.239466
22 H 0.152538 -0.240268 -3.189844

Cartesian forces, eV/Å:
0.294 0.813 0.380
-0.705 2.205 0.911
0.162 0.488 0.666
1.540 0.241 0.423
0.067 2.296 -0.898
-2.822 0.414 0.499
-3.068 -2.810 -1.752
1.077 -0.152 1.419
0.774 -1.035 0.170
-1.520 -0.246 2.065
-0.612 -0.176 1.058
-1.103 0.152 -0.923
0.701 0.503 -0.350
-0.396 1.131 -0.735
0.733 -0.752 -0.107
1.073 0.413 -2.059
0.508 -3.270 -0.478
0.531 -1.651 0.858
3.049 0.657 -1.060
0.376 0.100 0.444
0.852 0.415 0.354
-1.511 0.264 -0.885

# 2
The following is a quantum chemistry calculation of 2 unconnected molecules or ions with the total composition C5H15N2, from the Open Molecules 2025 dataset.

Results
* total charge: +1
* calculated total energy: -8401.3522 eV
* HOMO energy: -13.83 eV
* LUMO level: -2.9423 eV

Cartesian coordinates (Å):
1 N 0.278116 -1.693571 0.716973
2 H -0.135932 2.751140 -1.889219
3 H -0.273063 -0.850293 0.380752
4 H 2.153102 -1.985404 1.602695
5 H 1.495462 -0.339141 1.805753
6 C 0.277778 -2.693164 -0.364787
7 C -2.130712 0.713436 -0.517725
8 H 1.024675 1.285847 -0.199065
9 H -0.126388 1.850547 1.041483
10 C 0.011062 1.665816 -0.025116
11 H 2.140295 -0.880350 0.206475
12 H -2.608997 1.607260 -0.097108
13 H -0.753331 -3.011568 -0.500022
14 H -2.730544 0.010668 -1.051767
15 H -0.194511 -2.056834 1.558670
16 C -0.179208 2.978332 -0.811848
17 H 0.620047 3.670049 -0.523128
18 H 0.629962 -2.249932 -1.290616
19 C 1.624159 -1.181787 1.096205
20 N -0.865438 0.554687 -0.478220
21 H -1.159044 3.424217 -0.583527
22 H 0.902506 -3.569954 -0.076858

Cartesian forces, eV/Å:
-0.230 0.776 0.560
0.081 0.282 0.371
0.060 -0.456 -0.319
0.180 0.039 -0.099
0.127 -0.474 -0.557
0.059 -1.084 0.161
1.235 1.108 0.289
-0.111 0.303 0.214
0.026 -0.048 0.125
-0.083 -0.045 -0.288
0.247 0.199 -0.360
-0.040 -0.083 -0.324
0.047 -0.124 -0.102
-0.468 -0.728 0.124
0.236 0.077 -0.476
-0.264 -0.651 0.067
-0.264 -0.063 -0.202
0.129 0.134 0.088
-0.318 -0.063 1.146
-0.622 0.206 -0.075
0.400 -0.031 -0.108
-0.427 0.727 -0.235

# 3
The following is a quantum chemistry calculation of a gas-phase ion, C5H15N2 (charge +1), from the Open Molecules 2025 dataset.

Results
* SMILES: CC[NH2+]CCNC
* total charge: +1
* calculated total energy: -8400.4298 eV
* HOMO energy: -13.80 eV
* LUMO level: -2.8857 eV

Cartesian coordinates (Å):
1 H 0.539746 1.899338 -0.184354
2 H -2.032263 1.373264 1.270394
3 H -3.251997 0.240054 -0.499012
4 H 1.862636 0.114230 1.555832
5 C -1.791108 0.227981 1.058317
6 H -3.871933 -0.332781 1.136633
7 H 2.644091 -0.500059 -2.185705
8 C 0.459717 1.145821 0.532421
9 H 0.382019 1.629097 1.535050
10 N 1.616628 -0.946266 -0.453172
11 H -0.849690 0.591874 -0.893233
12 H 0.979238 0.087731 -2.200279
13 C 1.667690 -0.696369 -1.876173
14 C 1.814970 0.270411 0.512237
15 H 2.639677 0.965169 -0.024896
16 H -1.326319 -0.153475 1.958085
17 H 1.167839 -1.478656 -2.519745
18 H -2.857734 -1.417674 0.145844
19 N -0.602943 0.324615 0.062892
20 H 2.194861 -1.708388 -0.171180
21 C -3.033088 -0.342504 0.428034
22 H -0.025050 -0.590215 -0.120485

Cartesian forces, eV/Å:
0.403 1.616 -0.807
0.640 -2.303 -0.212
-0.147 -0.461 0.804
1.427 -1.370 0.747
0.209 3.741 -0.861
0.237 0.218 -0.345
1.507 0.434 -0.952
2.736 0.360 0.449
-0.574 -0.697 -0.792
-1.352 1.606 2.610
-0.622 0.191 0.470
0.407 0.792 0.510
-2.142 -0.491 -0.717
0.018 1.836 -4.633
-1.555 -1.540 2.024
-0.422 -0.580 0.133
1.084 -0.097 1.134
-0.313 0.945 0.137
-1.452 -2.157 0.388
0.255 -0.467 0.186
0.486 -1.501 -0.561
-0.828 -0.077 0.288

# 4
The following is a quantum chemistry calculation of 2 unconnected molecules or ions with the total composition C5H15N2, from the Open Molecules 2025 dataset.

Results
* total charge: +1
* calculated total energy: -8400.9343 eV
* HOMO energy: -14.37 eV
* LUMO level: -4.1624 eV

Cartesian coordinates (Å):
1 H 1.660743 -2.462095 0.430024
2 C -1.701299 0.501837 -0.596095
3 H 2.867232 -0.383452 -0.539346
4 C -2.523337 0.067447 0.635208
5 H 0.852788 0.724603 1.569079
6 H 0.032793 -2.300931 0.259156
7 C 1.117480 -0.556420 0.181920
8 H -2.041903 -0.504054 1.428825
9 H -2.262460 0.520713 -1.542967
10 N 0.622063 -0.194301 1.335303
11 C 2.066557 0.277024 -0.598421
12 H 1.718635 0.377472 -1.664570
13 N 2.267354 1.615103 -0.043919
14 H 1.282553 -2.359266 -1.135236
15 H 3.167470 1.730326 0.485383
16 H 2.121609 2.319423 -0.714341
17 H -0.850460 -0.114175 -0.696776
18 H -2.922965 0.970555 1.039039
19 C 0.906676 -1.929598 -0.234436
20 H -3.324664 -0.714525 0.264884
21 H -1.312270 1.528346 -0.469916
22 H 0.001284 -0.667923 1.959807

Cartesian forces, eV/Å:
-0.368 0.515 -0.205
-0.387 1.025 0.368
2.308 -0.831 -0.463
-1.434 -1.903 -1.940
0.378 2.080 0.670
-0.991 -0.530 -0.696
-1.041 -0.517 0.890
0.534 0.281 -0.060
0.051 -0.243 0.513
1.121 -0.148 -1.838
-2.004 2.472 -0.237
0.299 -0.569 1.005
1.214 -1.702 1.812
-0.685 0.471 -1.275
-1.336 -0.038 -1.061
0.077 0.954 -0.702
0.725 -0.799 -0.697
-0.907 0.150 0.568
1.690 -1.505 2.534
1.115 1.915 0.884
-0.133 -0.341 0.061
-0.228 -0.737 -0.130

# 5
The following is a quantum chemistry calculation of a gas-phase ion, C5H15N2 (charge +1), from the Open Molecules 2025 dataset.

Results
* SMILES: CCC[NH2+]CCN
* total charge: +1
* calculated total energy: -8402.0974 eV
* HOMO energy: -14.07 eV
* LUMO level: -2.8002 eV

Cartesian coordinates (Å):
1 H -1.154835 0.593878 -3.473984
2 N 0.603521 -0.469654 -0.036419
3 H -0.306662 -1.267393 3.145059
4 H -0.420416 -0.558848 -0.175271
5 N -1.503383 -0.302767 1.680900
6 H 1.063128 0.435497 1.726532
7 C -0.380109 -1.188606 2.058518
8 H 1.745260 -1.188394 1.705713
9 H -1.226544 -0.210523 -2.005711
10 C 0.877021 -0.597653 1.435176
11 H -1.320618 0.625070 2.058657
12 C 0.595289 0.922287 -2.111889
13 H -2.408668 -0.538749 2.077186
14 H 0.992584 1.844997 -2.532805
15 C 0.887438 0.914415 -0.619319
16 H 0.365032 1.643966 -0.006106
17 H 1.961739 1.019509 -0.441675
18 H -1.499170 1.455526 -1.879435
19 H -0.627700 -2.188665 1.706455
20 C -0.885733 0.746536 -2.433475
21 H 1.116556 -1.096049 -0.646943
22 H 1.246510 0.146137 -2.533176

Cartesian forces, eV/Å:
0.197 0.736 -0.150
-0.421 1.016 -0.721
0.495 0.003 -0.008
0.243 -0.488 0.306
0.294 0.519 -0.117
-0.111 -0.140 0.542
-1.170 0.659 0.674
0.213 -0.099 -0.581
0.084 -0.048 -0.009
-0.607 -0.086 0.024
0.000 -0.034 -0.072
0.143 0.116 0.000
0.231 -0.512 -0.147
-0.070 0.157 0.113
1.052 -0.452 0.253
-0.265 -0.020 -0.132
-0.102 0.380 -0.088
-0.007 0.458 -0.567
0.365 -0.093 -0.255
-0.132 -1.427 1.013
-0.093 -0.567 0.193
-0.337 -0.077 -0.270

# 6
The following is a quantum chemistry calculation of 2 unconnected molecules or ions with the total composition C5H15N2, from the Open Molecules 2025 dataset.

Results
* total charge: +1
* calculated total energy: -8397.4541 eV
* HOMO energy: -14.33 eV
* LUMO level: -8.0100 eV

Cartesian coordinates (Å):
1 H -1.194914 1.952627 1.711069
2 C -2.329209 0.250374 -0.419065
3 H -1.839779 -1.684562 0.220854
4 H -2.883694 0.687318 -1.244152
5 H 3.985885 -0.372948 -1.517090
6 H -0.230688 0.382180 -1.257878
7 H 2.518749 -1.281891 -2.010938
8 H 3.299845 -0.537549 0.844301
9 H -0.879355 1.864984 -0.565596
10 H 0.111665 1.041545 2.703453
11 C 2.667980 -1.083584 0.139545
12 H 0.521192 2.150854 1.293373
13 H -3.330807 -1.496436 -0.557162
14 N -2.372124 -1.164452 -0.451661
15 C -0.814861 0.775794 -0.414218
16 H 2.408493 0.380187 -1.376396
17 H 2.910927 -2.137063 0.206245
18 C -0.214467 1.471653 1.766314
19 H -2.678304 0.704176 0.516801
20 C 2.942655 -0.575847 -1.302293
21 H 1.631617 -0.842067 0.379261
22 N -0.181275 0.429222 0.760028

Cartesian forces, eV/Å:
-0.068 0.373 0.257
-0.171 -0.937 1.164
0.055 0.021 0.428
0.271 0.038 -0.207
0.112 -0.229 -0.015
-0.509 -0.669 0.066
0.113 0.104 -0.270
-0.050 -0.106 0.066
-0.405 -0.052 0.278
-0.017 0.429 0.250
0.797 0.735 -0.807
0.063 0.344 0.488
0.503 -0.219 -0.241
-0.761 0.524 -0.467
1.776 1.217 -0.669
0.168 -0.023 -0.449
-0.291 -0.183 0.297
0.288 -1.977 -1.557
-0.133 0.145 -0.051
-0.777 0.249 0.965
0.095 -0.611 0.180
-1.059 0.825 0.292

# 7
The following is a quantum chemistry calculation of 2 unconnected molecules or ions with the total composition C5H15N2, from the Open Molecules 2025 dataset.

Results
* total charge: +1
* calculated total energy: -8397.2838 eV
* HOMO energy: -13.89 eV
* LUMO level: -8.3706 eV

Cartesian coordinates (Å):
1 H -0.079589 4.233386 -0.613385
2 H -1.703885 -0.945941 0.651142
3 H 1.447091 4.871760 -0.214596
4 H -1.042755 -0.721783 2.847049
5 C -0.632001 -1.133214 0.487813
6 H 0.725061 3.954413 0.913252
7 H -0.551792 -2.207985 0.767801
8 H 0.092919 0.707357 2.987368
9 H -0.549218 -0.074662 -1.261369
10 C -0.064523 -0.306136 2.604203
11 C 0.869847 3.937519 -0.175297
12 H 1.447073 -2.238469 -1.417498
13 H -1.026919 -3.033320 -1.702349
14 C -1.097469 -1.981396 -1.968352
15 N 0.237995 -0.336193 1.219330
16 H 1.436844 3.096643 -0.542727
17 C -0.260354 -1.114464 -1.027768
18 H 1.670032 -1.060149 -0.363321
19 H -2.086685 -1.527590 -2.027046
20 H -0.728218 -1.891911 -2.989897
21 H 0.733876 -0.941601 3.038320
22 N 1.162673 -1.286262 -1.212673

Cartesian forces, eV/Å:
-0.042 -0.745 -0.417
-0.045 0.223 0.748
0.358 -0.369 -0.639
0.047 -0.021 0.172
-0.080 -0.127 -1.624
-0.160 -0.855 -0.102
0.307 0.157 0.230
0.253 -0.075 0.143
0.420 -0.084 -0.246
-0.509 0.639 -0.772
0.078 2.081 1.392
-0.336 -0.085 -0.436
-0.550 -0.104 0.072
0.394 0.523 0.269
-0.466 -1.672 1.068
-0.242 -0.149 -0.224
0.325 0.689 -0.790
0.284 0.659 -0.161
-0.316 -0.719 0.284
0.335 0.107 0.113
0.163 0.182 0.000
-0.219 -0.257 0.921

# 8
The following is a quantum chemistry calculation of a gas-phase ion, C5H15N2 (charge +1), from the Open Molecules 2025 dataset.

Results
* SMILES: CC(C)[C@@H]([NH3+])CN
* total charge: +1
* calculated total energy: -8400.3773 eV
* HOMO energy: -13.99 eV
* LUMO level: -3.2125 eV

Cartesian coordinates (Å):
1 H 1.305146 0.488385 -1.308619
2 H -1.400314 -0.556470 -0.606116
3 H 1.606579 0.367697 1.807567
4 H 0.708172 -3.419868 -0.643625
5 H 0.910662 1.932299 2.067797
6 H -2.385790 1.738648 -0.025732
7 H -0.867479 -3.038915 -0.932554
8 H -0.609664 2.168714 -0.668993
9 H 0.432690 -0.859504 -1.975973
10 H 1.213069 -1.184622 0.399264
11 C -0.430638 0.743140 0.859535
12 C 0.898023 1.165398 1.289255
13 N 0.078004 -2.645930 -0.847228
14 C 0.305096 -1.652068 0.196590
15 H -0.974049 0.303761 1.766380
16 N 0.457044 -0.001863 -1.471008
17 H 0.029716 0.505999 -2.233409
18 C -1.206784 1.900663 0.213635
19 C -0.405692 -0.271839 -0.302573
20 H -1.261120 2.908474 0.852833
21 H 1.625793 1.536363 0.444191
22 H -0.028464 -2.128463 1.118781

Cartesian forces, eV/Å:
1.412 -0.182 0.479
-0.284 0.449 -0.554
-1.806 1.035 -1.052
-0.214 -0.056 -0.565
-0.352 0.210 -0.394
3.069 -0.122 0.292
0.472 0.582 0.640
-0.663 0.267 -0.121
1.527 -2.350 -0.090
2.655 -0.806 -0.282
-2.459 -0.248 -0.757
5.177 -0.339 0.664
1.669 -0.130 -0.738
-3.996 0.589 -0.338
0.516 0.326 -1.520
-2.451 1.491 -1.158
-0.782 1.309 0.152
-2.424 2.767 1.374
0.487 -3.359 3.345
0.412 -2.275 -1.132
-1.539 -0.253 1.275
-0.426 1.096 0.481